A cluster of 2 separate species, CH5N2P in total in a non-equilibrium geometry, computed with wB97M-V/def2-TZVPD.

```
9
Properties=species:S:1:pos:R:3
C 1.651 0.249 -0.322
N -2.027 0.179 0.898
N 1.108 -0.720 -0.953
P 0.468 -1.841 -1.679
H 2.543 0.577 -0.729
H -1.951 0.250 -0.167
H 1.382 0.314 0.724
H -1.134 -0.243 1.115
H -2.040 1.235 1.113
```

Calculated values
energy	-13383.487	eV
F_max	5.2	eV Å⁻¹
spin multiplicity	3
Kohn-Sham gap (spin up / spin down)	7.013 / 8.961	eV
highest occupied orbital energy (spin up / spin down)	-6.4 / -10.4	eV
relative energy (zero: lowest compared OMol25 entry of this formula, charge and spin)	0.365	eV